Record 1
C3H9N2 | wB97M-V/def2-TZVPD

The calculation puts the HOMO energy (spin up / spin down) at -14.5 / -14.5 eV. As for the electronic energy: -6224.338 eV. For the energy relative to the best compared isomer or geometry (same formula, charge and spin), the calculation gives 154.7 kcal/mol. For the HOMO-LUMO gap (spin up / spin down), the calculation gives 6.87 / 6.88 eV. Its total charge is +1. As for the spin multiplicity: 1.

Last column: Löwdin charge in e.
Positions of all 14 atoms, in Å:
C1 0.77736 0.01260 0.70744  -0.22
C2 -0.02693 -0.36978 -2.05100  0.17
C3 -1.34180 0.40299 1.85780  -0.05
N1 -0.50345 0.08535 0.74647  0.00
N2 1.48281 -0.29707 -0.39559  0.19
H1 1.52591 -0.02109 1.51079  0.18
H2 -0.33270 -1.27079 -2.53758  0.08
H3 -0.90103 0.03648 -1.36293  0.11
H4 0.56469 0.44364 -2.65431  0.13
H5 -2.20160 -0.07345 1.68548  0.05
H6 -0.67185 0.16533 2.68815  0.10
H7 -1.55107 1.46856 1.73356  0.11
H8 2.30884 0.13604 -0.62254  0.11
H9 0.87081 -0.71883 -1.30574  0.03

Force components x, y, z for each atom (eV/Å):
C -3.915 0.101 0.820
C -2.576 5.440 -0.611
C 4.395 2.008 0.222
N 3.300 -0.073 -1.968
N -2.302 -3.145 -0.864
H -0.138 0.562 0.432
H 0.687 -1.140 0.063
H 2.118 -0.641 -1.615
H -1.435 -1.807 1.068
H -3.330 -2.226 0.302
H -1.409 0.189 0.971
H 0.038 0.032 0.566
H 2.348 1.575 -1.230
H 2.218 -0.874 1.844

Record 2
C3H9N2 | wB97M-V/def2-TZVPD

The calculation puts the HOMO energy at -14.8 eV. As for the electronic energy: -6224.879 eV. For the energy relative to the best compared isomer or geometry (same formula, charge and spin), the calculation gives 142.3 kcal/mol. For the HOMO-LUMO gap, the calculation gives 5.89 eV. Its total charge is +1. As for the spin multiplicity: 1.

Last column: Löwdin charge in e.
Positions of all 14 atoms, in Å:
C1 0.92918 -1.12524 0.58933  0.02
C2 0.58453 0.04375 -0.34809  -0.42
C3 -0.89687 0.01594 -0.75235  -0.15
N1 -1.67540 0.49777 0.45180  0.09
N2 0.92629 1.18675 0.36957  0.36
H1 1.08639 -2.04339 0.00639  0.12
H2 0.29526 -1.34128 1.45327  0.11
H3 1.84747 -0.85614 1.07833  0.08
H4 -1.30980 -0.87585 -1.13338  0.12
H5 -2.63947 0.76213 0.04179  0.15
H6 1.18825 -0.22886 -1.28839  0.18
H7 1.73406 1.77669 0.24856  0.13
H8 -1.17475 1.29927 0.79208  0.05
H9 -0.89514 0.88846 -1.50891  0.17

Force components x, y, z for each atom (eV/Å):
C 1.003 -1.601 2.352
C 1.805 1.371 -3.094
C -0.911 3.952 2.041
N -1.235 -0.381 -3.475
N -2.688 -2.099 0.264
H -0.112 0.574 -0.207
H -0.746 0.588 -0.572
H 0.784 -0.381 0.003
H -0.017 -1.100 -0.415
H 1.721 -0.545 1.543
H -0.383 0.930 1.249
H 1.143 -0.307 -0.752
H -0.211 0.659 0.497
H -0.152 -1.663 0.564

Record 3
C3H9N2 | wB97M-V/def2-TZVPD

As for the SMILES: CC/[NH+]=C/N. The calculation puts the HOMO energy at -15.4 eV. As for the electronic energy: -6229.641 eV. For the energy relative to the best compared isomer or geometry (same formula, charge and spin), the calculation gives 32.5 kcal/mol. For the HOMO-LUMO gap, the calculation gives 10.71 eV. Its total charge is +1. As for the spin multiplicity: 1.

Last column: Löwdin charge in e.
Positions of all 14 atoms, in Å:
C1 -0.87656 -0.68131 -2.04875  -0.07
C2 -0.64777 -1.13177 -0.61326  -0.16
N1 -0.11881 0.06283 0.10481  0.11
C3 0.62968 0.24626 1.12932  -0.11
N2 1.04742 1.48707 1.59217  0.11
H1 -0.05566 -0.29035 -2.63457  0.09
H2 -1.73405 0.01454 -2.06813  0.09
H3 -1.36102 -1.52854 -2.54367  0.09
H4 0.08099 -1.94494 -0.61343  0.13
H5 -1.54644 -1.49071 -0.13575  0.13
H6 -0.37250 0.96651 -0.29440  0.17
H7 1.09815 -0.56360 1.69505  0.17
H8 2.05714 1.40628 1.49181  0.12
H9 0.51077 1.95816 2.29588  0.12

Force components x, y, z for each atom (eV/Å):
C -2.362 -0.457 0.084
C 1.252 0.324 -0.683
N 0.012 0.834 0.802
C 0.426 -0.672 0.887
N -0.265 -1.260 -2.345
H 0.345 -0.139 0.246
H 0.570 0.275 0.059
H 0.583 -0.100 -0.283
H 0.159 0.248 0.442
H -0.314 0.168 0.142
H -0.331 -0.103 -0.264
H -0.402 -0.658 -0.752
H -0.071 1.155 1.386
H 0.398 0.384 0.280

Record 4
C3H9N2 | wB97M-V/def2-TZVPD

As for the SMILES: C/C(N)=C/[NH3+]. The calculation puts the HOMO energy at -14.4 eV. As for the electronic energy: -6228.961 eV. For the energy relative to the best compared isomer or geometry (same formula, charge and spin), the calculation gives 48.1 kcal/mol. For the HOMO-LUMO gap, the calculation gives 10.89 eV. Its total charge is +1. As for the spin multiplicity: 1.

Last column: Löwdin charge in e.
Positions of all 14 atoms, in Å:
C1 -0.75110 1.21822 1.27098  -0.03
C2 -0.23173 0.19916 0.29965  -0.34
N1 -1.11836 -0.92323 0.02444  0.07
C3 0.97663 0.32094 -0.36793  -0.06
N2 1.28328 -0.69812 -1.37768  0.15
H1 -1.51636 1.74621 0.62358  0.12
H2 -1.24487 0.59160 2.09696  0.12
H3 0.16051 1.86065 1.41794  0.10
H4 -2.04605 -0.75730 -0.13698  0.06
H5 -1.19856 -1.48884 0.90056  0.13
H6 1.85611 0.66559 0.17060  0.13
H7 1.04113 -0.25540 -2.35828  0.22
H8 2.24326 -1.05867 -1.44245  0.17
H9 0.54611 -1.42081 -1.12139  0.15

Force components x, y, z for each atom (eV/Å):
C 0.581 -0.899 -1.117
C 0.297 -0.286 -1.148
N 3.769 -1.369 1.162
C -1.142 -1.010 2.655
N -1.889 0.592 -2.217
H 0.604 -0.188 1.220
H 0.888 1.727 -0.712
H -1.460 -0.123 0.910
H -2.830 1.352 -1.050
H 0.630 0.436 -0.805
H -0.298 0.950 -0.561
H 0.576 -1.421 2.145
H -0.388 0.087 0.411
H 0.661 0.150 -0.894

Record 5
C3H9N2O | wB97M-V/def2-TZVPD

The calculation puts the HOMO energy at -2.6 eV. As for the electronic energy: -8284.226 eV. For the energy relative to the best compared isomer or geometry (same formula, charge and spin), the calculation gives 16.5 kcal/mol. For the HOMO-LUMO gap, the calculation gives 6.78 eV. Its total charge is -1. As for the spin multiplicity: 1.

Last column: Löwdin charge in e.
Positions of all 15 atoms, in Å:
C1 1.43912 -0.68045 1.12846  -0.56
O1 0.60362 0.19142 0.47138  -0.39
C2 0.90535 -0.95355 2.54560  -0.16
H1 2.46159 -0.26815 1.21728  0.06
H2 1.54217 -1.65783 0.59053  0.07
H3 1.53095 -1.61156 3.12709  0.02
H4 -0.10645 -1.38965 2.45300  0.06
H5 0.80529 0.02880 3.09211  0.06
N1 -1.93726 1.47151 -2.76259  0.01
C3 -1.14064 0.91809 -1.75895  -0.40
N2 -1.10160 -0.35522 -1.55132  0.04
H6 -2.30779 0.80913 -3.42298  0.06
H7 -1.65889 2.32157 -3.18817  0.04
H8 -0.59698 1.68016 -1.16561  0.10
H9 -0.43848 -0.50428 -0.77584  -0.02

Force components x, y, z for each atom (eV/Å):
C -1.006 0.814 -0.345
O 0.549 -0.453 0.207
C -0.629 0.918 0.043
H 0.363 -0.099 0.123
H 0.086 -0.025 0.194
H 0.401 -0.466 0.381
H 0.363 0.171 0.112
H 0.078 -0.901 -0.529
N -0.611 -0.467 0.188
C 0.269 -1.753 0.312
N -0.417 2.087 -1.059
H 0.052 -0.219 0.032
H 0.398 0.648 -0.088
H -0.081 -0.607 -0.137
H 0.186 0.351 0.564

Record 6
C3H9N2O | wB97M-V/def2-TZVPD

As for the SMILES: N[N-]CCCO. The calculation puts the HOMO energy at -1.3 eV. As for the electronic energy: -8282.171 eV. For the energy relative to the best compared isomer or geometry (same formula, charge and spin), the calculation gives 63.9 kcal/mol. For the HOMO-LUMO gap, the calculation gives 5.20 eV. Its total charge is -1. As for the spin multiplicity: 1.

Last column: Löwdin charge in e.
Positions of all 15 atoms, in Å:
N1 -1.27025 0.68033 1.52077  -0.18
N2 -1.29700 -0.75367 1.47091  -0.29
C1 -0.25381 -1.28054 0.64305  -0.45
C2 0.00523 -0.61283 -0.73046  -0.23
C3 1.05391 0.49911 -0.71118  -0.31
O1 0.78955 1.56040 -1.64249  -0.11
H1 -1.43406 1.10822 0.60098  0.00
H2 -0.37417 1.06116 1.85476  0.01
H3 0.76488 -1.34207 1.14481  0.07
H4 -0.52059 -2.32709 0.44476  0.07
H5 0.33297 -1.37853 -1.44372  0.09
H6 -0.93768 -0.20243 -1.11426  0.09
H7 2.03910 0.11790 -0.98862  0.10
H8 1.13782 0.90755 0.29852  0.08
H9 -0.03588 1.96249 -1.34782  0.06

Force components x, y, z for each atom (eV/Å):
N -0.090 0.002 0.236
N -0.155 0.025 -0.302
C -0.022 0.013 0.163
C 0.127 -0.067 -0.110
C -0.001 -0.043 0.028
O -0.029 0.062 0.038
H 0.116 -0.005 -0.034
H 0.075 -0.077 0.000
H 0.026 0.149 -0.061
H 0.061 -0.032 0.096
H -0.113 0.036 -0.059
H 0.001 -0.029 0.062
H -0.015 -0.005 0.004
H 0.007 0.016 0.005
H 0.015 -0.045 -0.064

> Number 2 is which compound?

C3H9N2

> electronic energy of number 6 (C3H9N2O)?

-8282.171 eV

> Among the records above, which one has the lowest electronic energy?

number 5